20
Properties=species:S:1:pos:R:3:forces:R:3 method="wB97M-V/def2-TZVPD" max_force_ha_per_bohr=0.0505 e_above_lowest_kj_mol=186.1
N -0.94609 -2.33166 -1.20740 -2.3 -0.6 -0.8
N 0.32498 -2.12078 -0.77359 1.7 0.1 2.0
C 0.42378 -1.88053 0.49138 0.9 0.1 -2.3
N -0.53863 -1.74408 1.42719 -1.1 0.2 0.4
O 1.64195 -1.67697 0.99422 1.1 0.1 0.2
H -1.46197 -2.92510 -0.55039 0.0 0.1 -0.2
H -0.92274 -2.84061 -2.09394 0.1 0.3 0.4
H -0.19048 -1.19004 2.20219 -0.1 -0.1 0.0
H -1.35554 -1.30567 1.01580 -0.2 -0.1 0.2
H 2.26181 -1.73349 0.24971 -0.1 -0.1 0.2
C 1.27352 2.05834 -0.03757 0.2 -0.4 0.0
N 0.04054 1.28906 0.06256 0.0 -0.1 0.1
C -1.12299 2.12195 -0.19780 -0.2 -0.3 0.0
H 1.42388 2.44497 -1.05086 0.1 0.3 -0.1
H 1.27916 2.89440 0.66925 -0.1 -0.1 -0.1
H 2.12544 1.41594 0.20702 -0.1 0.1 0.0
H 0.06828 0.53101 -0.62716 0.0 0.3 0.4
H -2.02706 1.50838 -0.13480 0.1 0.1 0.0
H -1.08586 2.56883 -1.19617 -0.1 0.2 -0.1
H -1.21195 2.91604 0.55036 0.1 -0.1 -0.1